Entry w
# C4H13N2S2

A 3-piece molecular cluster, C4H13N2S2 overall (ωB97M-V with the def2-TZVPD basis set, OMol25).

```
21
Properties=species:S:1:pos:R:3:mulliken_charge:R:1
C 0.53 -1.44 1.00 -1.063
C 1.38 0.84 -2.09 -1.313
C 0.50 -0.28 0.10 0.435
C 1.37 -0.29 -1.14 0.420
N -0.21 0.80 0.34 -0.154
N -1.41 1.57 2.85 -0.886
S -1.37 -1.36 -2.12 -0.257
S 1.97 -1.71 -1.71 -0.003
H 1.45 -1.88 0.69 0.411
H 0.53 -1.07 2.04 0.345
H -0.35 -2.03 0.89 0.299
H 2.30 0.76 -2.74 0.334
H 0.54 0.61 -2.74 0.327
H 1.51 1.87 -1.80 0.503
H -0.74 0.95 1.23 0.269
H -0.12 1.71 -0.19 0.287
H -2.32 1.30 3.18 0.221
H -0.65 1.25 3.47 0.273
H -1.28 2.52 2.78 0.247
H -2.47 -1.68 -2.74 0.167
H -1.15 -2.44 -1.29 0.137
```

The HOMO energy comes out at -13.01 eV. Its multiplicity is 1. As for the total charge: +1.

Entry x
# C4H13N2S2

A 2-piece molecular cluster, C4H13N2S2 overall (ωB97M-V with the def2-TZVPD basis set, OMol25).

```
21
Properties=species:S:1:pos:R:3:mulliken_charge:R:1
C -1.20 -1.22 1.63 -0.740
C -0.13 2.34 -0.14 -1.071
C 0.59 -0.19 -1.95 -0.568
C 1.24 0.33 -0.69 0.696
N 0.24 -1.45 1.21 -0.468
N 0.86 1.34 0.04 -0.176
S 0.02 1.00 -3.17 -0.148
S 2.73 -0.31 -0.26 -0.200
H -1.60 -1.99 2.46 0.279
H -1.26 -0.20 2.06 0.257
H -1.86 -1.10 0.72 0.258
H 0.38 3.19 -0.65 0.466
H -1.09 2.12 -0.50 0.399
H -0.39 2.96 0.84 0.301
H 1.26 -0.98 -2.37 0.335
H -0.33 -0.72 -1.57 0.284
H 0.87 -1.80 2.00 0.245
H 1.43 1.60 0.77 0.226
H 0.17 -2.15 0.55 0.239
H -1.00 0.35 -3.59 0.173
H 2.70 -1.65 -0.84 0.213
```

The HOMO energy comes out at -13.13 eV. Its multiplicity is 1. As for the total charge: +1.

Most stable structure: entry w

Entry w
# C5H16O2

A 3-piece molecular cluster, C5H16O2 overall (ωB97M-V with the def2-TZVPD basis set, OMol25).

```
23
Properties=species:S:1:pos:R:3:mulliken_charge:R:1
C 2.27 1.20 0.00 -1.235
C 1.87 -0.24 0.23 -0.370
C 0.83 -0.92 -0.80 0.538
C -0.23 -1.88 -0.13 -1.304
C -0.14 0.14 -1.53 -1.265
H 1.39 1.86 0.08 0.272
H 2.64 1.29 -1.06 0.291
H 2.79 1.67 0.83 0.384
H 1.26 -0.20 1.32 0.080
H 2.65 -0.96 0.36 0.419
H 1.30 -1.56 -1.51 0.286
H -0.70 -2.62 -0.84 0.396
H 0.27 -2.33 0.70 0.398
H -1.17 -1.41 0.27 0.181
H 0.43 0.92 -2.10 0.299
H -0.87 -0.32 -2.17 0.464
H -0.81 0.67 -0.79 0.190
O -1.09 0.22 2.46 -0.602
H -0.82 0.87 3.10 0.279
H -2.02 0.36 2.11 0.308
O -3.22 0.95 0.17 -0.610
H -3.66 0.50 -0.55 0.300
H -2.97 1.79 -0.14 0.301
```

Its SMILES is CCC(C)C.O.O. The HOMO energy comes out at -10.17 eV. Its multiplicity is 1. As for the total charge: 0.

Entry x
# C5H16O2

A 3-piece molecular cluster, C5H16O2 overall (ωB97M-V with the def2-TZVPD basis set, OMol25).

```
23
Properties=species:S:1:pos:R:3:mulliken_charge:R:1
C 2.39 -0.85 -0.64 -1.057
C 1.11 -0.78 -1.46 -0.453
C 0.07 0.18 -0.87 -0.518
C -0.43 -0.15 0.52 -0.656
C -1.48 -1.27 0.50 -1.587
H 3.20 -1.30 -1.21 0.358
H 2.24 -1.46 0.26 0.269
H 2.71 0.13 -0.31 0.257
H 0.67 -1.78 -1.57 0.274
H 1.31 -0.47 -2.49 0.335
H 0.55 1.15 -0.86 0.419
H -0.78 0.31 -1.55 0.395
H 0.38 -0.50 1.17 0.435
H -0.89 0.70 1.02 0.468
H -2.09 -1.24 1.41 0.374
H -2.16 -1.10 -0.34 0.374
H -1.03 -2.25 0.43 0.394
O 1.92 1.80 1.93 -0.627
H 1.85 2.74 2.11 0.295
H 1.18 1.62 1.33 0.272
O -3.42 1.87 0.17 -0.652
H -2.97 1.02 0.07 0.323
H -4.34 1.65 0.37 0.308
```

Its SMILES is CCCCC.O.O. The HOMO energy comes out at -11.19 eV. Its multiplicity is 1. As for the total charge: 0.

Most stable structure: entry x